1.
Density functional theory data (ωB97M-V/def2-TZVPD) for a structure of composition C6H12InO2 in a non-equilibrium geometry.

As for the energy relative to the best compared isomer or geometry (same formula, charge and spin): 105.1 kJ/mol. For the max |F|, the calculation gives 2.10 eV/Å. As for the LUMO energy: -18.39 eV. The total energy comes out at -15647.57039 eV. The calculation puts the HOMO energy at -22.2 eV. The charge is +3.

Element x y z (Å)
1 In -2.490475 -18.604612 22.794521
2 C -5.330597 -14.363943 23.452743
3 C -5.520642 -15.761956 22.790052
4 O -4.537860 -16.411616 22.592671
5 C -6.938721 -16.201498 22.539457
6 H -4.378060 -14.392109 23.976176
7 H -6.186575 -14.191145 24.107338
8 H -5.299759 -13.649112 22.618500
9 H -7.013415 -16.865862 21.671577
10 H -7.555149 -15.331352 22.288371
11 H -7.427636 -16.640535 23.414760
12 C -6.298749 -21.004113 24.574861
13 C -6.102572 -19.995659 23.419545
14 O -5.389323 -19.042336 23.503993
15 C -6.846398 -20.361712 22.120333
16 H -5.659191 -21.879557 24.417616
17 H -7.339139 -21.296570 24.735895
18 H -5.990686 -20.511627 25.503417
19 H -6.149461 -20.480093 21.282448
20 H -7.553726 -19.545110 21.935311
21 H -7.380391 -21.311120 22.154610

Atomic forces in eV per Å
0.9270 -0.1726 -0.0826
0.3013 0.8448 0.3971
0.9659 -1.1620 0.0352
-1.2188 0.1878 0.1633
-1.8496 0.3103 -0.9519
-0.0197 0.1113 0.0242
-0.0647 -0.0968 -0.0686
-0.0894 -0.1143 -0.0901
0.6097 -0.1533 0.1102
0.2442 0.1603 0.1491
0.5780 0.0478 0.3625
0.0605 0.0985 1.7971
0.0721 -0.3337 -0.4462
-0.3517 0.0190 0.1262
-0.6439 -0.5252 -1.0223
-0.0533 0.0301 -0.4777
-0.0934 0.0148 -0.7684
0.2380 0.0968 -0.2285
0.3334 0.4605 0.2550
0.0807 0.0742 0.0790
-0.0264 0.1018 0.6374

These are the natural (NBO) partial charges, in e, on atoms 1 to 5: 1.00 -0.58 0.70 -0.22 -0.69

=====

2.
Density functional theory data (ωB97M-V/def2-TZVPD) for a structure of composition C38H47N5OYb in a non-equilibrium geometry.

As for the energy relative to the best compared isomer or geometry (same formula, charge and spin): 0.0 kJ/mol. For the max |F|, the calculation gives 3.29 eV/Å. As for the LUMO energy (spin up / spin down): 2.37 / 2.37 eV. Its spin multiplicity is 2. The total energy comes out at -81196.41257 eV. The calculation puts the HOMO energy (spin up / spin down) at -1.2 / -3.3 eV. The charge is -1.

Element x y z (Å)
1 Yb 0.570664 -0.581062 -0.260268
2 N 1.865569 -3.522882 1.586025
3 N 1.383317 -2.497857 -2.085108
4 C 1.809980 1.724628 -0.797657
5 C 2.838812 0.785504 -0.504059
6 C 2.747078 0.452369 0.876323
7 C 3.575700 -0.536250 1.610334
8 H 4.536783 -0.693362 1.101196
9 H 3.084670 -1.521746 1.711079
10 H 3.784480 -0.172360 2.627399
11 C 1.680555 1.203768 1.440376
12 C 1.300225 1.233260 2.873812
13 H 1.748908 2.097968 3.393734
14 H 1.631759 0.327068 3.398931
15 H 0.211621 1.313771 3.001908
16 C 1.095120 1.983148 0.406550
17 C -0.041623 2.918726 0.573203
18 H -0.893033 2.435519 1.077484
19 H -0.397245 3.286883 -0.396761
20 H 0.245891 3.794619 1.177356
21 C 3.849546 0.285031 -1.467815
22 H 4.747762 0.927709 -1.468790
23 H 3.457788 0.283218 -2.494921
24 H 4.172126 -0.736093 -1.227362
25 C 1.551918 2.342081 -2.122465
26 H 0.488018 2.585115 -2.254945
27 H 1.836983 1.665994 -2.940303
28 H 2.124070 3.276988 -2.255161
29 C 1.270868 -4.225659 2.541891
30 H 1.794553 -4.290235 3.500370
31 C 0.033797 -4.868830 2.371140
32 H -0.382866 -5.430813 3.203853
33 C -0.618110 -4.770980 1.139647
34 H -1.583920 -5.253451 0.979818
35 C -0.013629 -4.061430 0.110188
36 H -0.461033 -3.957079 -0.878962
37 C 1.260601 -3.461720 0.351183
38 C 1.937551 -2.614605 -0.544257
39 H 3.021005 -2.524542 -0.546974
40 C 0.857824 -1.343381 -2.537589
41 C 1.599357 -3.413645 -3.111876
42 H 1.981026 -4.390250 -2.914894
43 C 1.286656 -2.779701 -4.251133
44 H 1.314589 -3.104218 -5.269342
45 N 0.864637 -1.490768 -3.887885
46 C 0.641890 -0.385172 -4.741659
47 C 1.622309 -0.030221 -5.684612
48 C 1.429499 1.140272 -6.428917
49 H 2.181894 1.420146 -7.168957
50 C 0.315079 1.956645 -6.229057
51 C 0.099660 3.173348 -7.078821
52 H -0.434100 3.949523 -6.520100
53 H -0.498480 2.938601 -7.970271
54 H 1.056134 3.580830 -7.423164
55 C -0.605592 1.614153 -5.234163
56 H -1.467622 2.258829 -5.050325
57 C -0.444478 0.460563 -4.457599
58 C -1.400522 0.185456 -3.342596
59 H -1.603121 -0.881682 -3.188035
60 H -2.355751 0.677343 -3.577804
61 H -1.064741 0.631897 -2.384008
62 C 2.900809 -0.788054 -5.817906
63 H 2.751722 -1.836826 -6.097666
64 H 3.510815 -0.755494 -4.901232
65 H 3.493995 -0.314356 -6.608711
66 C -5.710752 1.070390 5.795499
67 C -4.615266 2.072922 5.488385
68 N -3.589164 1.502507 4.620448
69 C -2.255355 2.136335 4.699856
70 C -1.280708 1.360390 5.566273
71 C -3.997093 1.018070 3.373948
72 O -5.065081 1.272656 2.849048
73 C -2.989299 0.047714 2.791235
74 C -2.637964 -1.072489 3.559189
75 C -1.483865 -1.753206 3.221220
76 C -0.755186 -1.303852 2.110045
77 N -1.238154 -0.399809 1.236650
78 C -2.370838 0.281933 1.567650
79 H -6.386877 0.982627 4.941106
80 H -6.277096 1.417975 6.664005
81 H -5.287812 0.086930 6.030937
82 H -5.044294 2.963737 5.003591
83 H -4.097520 2.383360 6.402600
84 H -1.857176 2.252102 3.677951
85 H -2.401906 3.144590 5.118051
86 H -1.236718 0.304855 5.274743
87 H -0.278564 1.791169 5.464060
88 H -1.577852 1.419497 6.620128
89 H -3.258258 -1.360224 4.410377
90 H -1.114241 -2.596986 3.801019
91 H 0.250653 -1.727987 1.920222
92 H -2.743332 1.028521 0.862089

Atomic forces in eV per Å
-0.0202 1.2797 0.8724
-0.2037 -0.7159 -0.1577
0.7909 -1.0490 2.6738
0.0300 -0.3686 0.7620
-0.6386 0.1595 0.5249
-0.4833 0.6549 -0.4545
0.3662 -0.4228 0.4233
-0.1308 -0.0197 0.1665
0.2765 0.3493 0.0043
0.1025 -0.1284 -0.1907
0.2649 -0.1420 -0.8426
-0.2059 0.0800 0.5739
-0.0649 -0.1458 -0.0688
-0.1613 0.1983 -0.0804
0.1943 -0.1047 -0.0032
0.6417 -0.5874 -0.2792
-0.4604 0.3690 0.1977
0.1893 0.1880 -0.0596
0.0121 0.0127 0.1648
-0.1454 -0.0953 -0.1270
0.4897 -0.0471 -0.3224
-0.1075 -0.2125 -0.0703
0.0832 -0.0649 0.1522
-0.0101 0.1742 -0.1018
0.0178 0.3359 -0.4937
0.2160 0.0128 -0.0588
-0.0871 0.1628 0.0762
-0.1713 -0.1545 -0.0712
-0.6226 -0.1793 -0.6508
-0.1324 0.0868 -0.2294
0.2803 -0.0639 0.3777
-0.0464 0.1155 -0.1985
0.3684 0.2280 -0.1820
0.2306 0.1553 0.0756
0.3434 -0.0893 0.2319
0.0137 -0.1093 0.2944
-0.3053 -0.1645 0.4808
-0.5103 0.2098 -3.2427
-0.3199 -0.0708 -0.0063
1.0434 -0.3021 -0.2682
0.1176 0.6001 0.5330
0.0850 -0.3164 -0.0113
-0.2300 0.5380 -0.1278
-0.0488 -0.0951 -0.1696
-0.0951 -0.7734 0.0573
-0.0367 0.8111 -0.0178
-0.6679 0.4670 0.1901
-0.2293 -0.2705 0.2260
-0.1729 -0.0275 0.1785
-0.1130 -0.3327 0.1879
-0.0355 0.2474 -0.1516
0.1152 -0.0797 -0.1161
0.1061 0.0149 0.1701
-0.1644 -0.0001 0.0519
0.3615 -0.2713 -0.0858
0.2348 -0.1321 -0.0104
0.3193 0.0382 -0.5616
-0.8699 0.3133 0.2979
0.1629 0.3152 0.0094
0.1515 -0.1456 0.0665
-0.0363 -0.3032 -0.4986
0.6137 -0.1270 -0.4176
0.1560 0.2841 0.0876
-0.3436 -0.0944 -0.1368
-0.0163 -0.1613 0.1201
-0.2232 0.0657 0.1459
0.3527 0.1094 -0.4794
-0.2064 0.2918 -0.0994
-0.2658 -0.2630 -0.2257
0.2104 -0.0377 0.1727
1.2058 -0.9496 -0.6752
-0.4533 0.3288 0.2793
-0.8222 2.0955 -1.3233
-0.0971 -1.1201 1.2319
1.1114 0.2426 -0.8958
0.2356 -1.8244 2.0675
-1.0977 1.3890 -1.7792
0.0746 -0.6530 1.2717
0.1204 -0.1218 0.1752
-0.0835 -0.0739 -0.0582
-0.0445 0.1735 -0.0654
-0.0479 0.0110 0.2428
-0.1580 -0.0230 -0.0650
-0.1336 -0.0639 0.4050
0.0621 -0.1242 -0.1917
-0.0385 0.2783 -0.0461
-0.0737 -0.0667 0.0980
0.0428 -0.0556 -0.0831
0.2450 0.0576 -0.2050
-0.0042 0.1809 -0.0556
-0.5770 0.1818 0.1285
0.1747 -0.0626 0.2656

These are the Mulliken partial charges, in e, on atoms 1 to 5: 0.71 -0.51 0.58 0.44 0.83

=====

3.
Density functional theory data (ωB97M-V/def2-TZVPD) for a structure of composition C52H45N9P2PbSbTe.

As for the energy relative to the best compared isomer or geometry (same formula, charge and spin): 0.0 kJ/mol. For the max |F|, the calculation gives 0.44 eV/Å. As for the LUMO energy: 2.22 eV. The total energy comes out at -105723.06804 eV. The calculation puts the HOMO energy at -4.9 eV. The charge is -1.

Element x y z (Å)
1 Pb -0.757319 1.990721 -1.256997
2 C 3.186539 0.361355 1.600609
3 C 2.180058 0.975026 2.609004
4 P 0.409575 0.505033 2.222963
5 C -0.539100 1.580192 3.361170
6 C -1.786008 2.008768 2.897988
7 C -2.540368 2.923181 3.625442
8 C -2.053537 3.422168 4.825202
9 C -0.823511 2.988097 5.307720
10 C -0.071999 2.073618 4.580255
11 C 0.390667 -1.130213 3.067531
12 C 0.988711 -2.197229 2.385058
13 C 1.037016 -3.468810 2.941957
14 C 0.477922 -3.695630 4.193537
15 C -0.131887 -2.649449 4.874183
16 C -0.176255 -1.375869 4.316392
17 P 2.661909 0.706472 -0.156211
18 C 3.627222 -0.519250 -1.122048
19 C 4.793344 -1.147913 -0.681907
20 C 5.394998 -2.141822 -1.445322
21 C 4.834455 -2.522625 -2.658455
22 C 3.678047 -1.900811 -3.110604
23 C 3.075307 -0.909429 -2.345505
24 C 3.581048 2.284258 -0.423824
25 C 2.832231 3.457086 -0.510748
26 C 3.446947 4.696328 -0.663420
27 C 4.828961 4.770644 -0.737630
28 C 5.591180 3.608639 -0.658741
29 C 4.972463 2.376805 -0.501659
30 H 3.237860 -0.718688 1.742688
31 H 4.182227 0.773094 1.768137
32 H 2.240669 2.066621 2.565160
33 H 2.418007 0.660164 3.626169
34 H -2.183893 1.615511 1.964813
35 H -3.500226 3.247486 3.242584
36 H -2.627307 4.152518 5.384389
37 H -0.447250 3.363151 6.251972
38 H 0.884592 1.744591 4.970792
39 H 1.396357 -2.035868 1.391938
40 H 1.480296 -4.285825 2.384687
41 H 0.506557 -4.687025 4.628430
42 H -0.585877 -2.825631 5.843091
43 H -0.683681 -0.575679 4.843058
44 H 5.233571 -0.876244 0.271700
45 H 6.300082 -2.620317 -1.090732
46 H 5.298782 -3.305049 -3.247187
47 H 3.236367 -2.189726 -4.057245
48 H 2.177412 -0.420256 -2.713825
49 H 1.750301 3.408194 -0.458635
50 H 2.839558 5.591742 -0.732580
51 H 5.316128 5.730291 -0.863443
52 H 6.671939 3.663305 -0.723646
53 H 5.577403 1.477679 -0.452757
54 N -3.243502 1.016819 -3.760040
55 C -1.921692 0.800703 -4.099619
56 N -1.534184 0.476505 -5.316983
57 N -0.185831 0.353213 -5.222152
58 N 0.213979 0.599874 -4.023663
59 N -0.883405 0.882013 -3.268467
60 C -3.735124 1.171492 -2.477161
61 N -5.014186 1.069526 -2.174519
62 N -5.070433 1.371164 -0.851439
63 N -3.893426 1.612631 -0.387368
64 N -3.011898 1.498040 -1.410756
65 H -3.920088 0.781810 -4.465505
66 Te -1.090102 4.427481 -2.801308
67 C -0.430293 5.801376 -1.336689
68 C -0.188490 7.126658 -1.710351
69 C 0.274783 8.053683 -0.783760
70 C 0.507245 7.678734 0.535060
71 C 0.258978 6.368252 0.921237
72 C -0.208716 5.441536 -0.003458
73 H -0.358196 7.431035 -2.738357
74 H 0.449714 9.077185 -1.094039
75 H 0.878231 8.399819 1.252334
76 H 0.418623 6.061916 1.948816
77 H -0.412811 4.429480 0.330246
78 C 0.464214 -6.890373 0.027810
79 C 1.230586 -6.018687 -0.736103
80 C 0.815812 -4.704144 -0.914760
81 C -0.371491 -4.239409 -0.343635
82 C -1.137776 -5.126285 0.414138
83 C -0.720297 -6.442200 0.599865
84 Sb -0.949173 -2.202371 -0.796205
85 C -1.929764 -2.773737 -2.617633
86 C -1.301694 -2.463911 -3.823543
87 C -1.886795 -2.811473 -5.038191
88 C -3.111394 -3.462721 -5.054380
89 C -3.737029 -3.794497 -3.856697
90 C -3.146705 -3.459255 -2.645166
91 C -2.675558 -2.099732 0.472158
92 C -2.537437 -2.402294 1.832534
93 C -3.606743 -2.254985 2.704845
94 C -4.832407 -1.799773 2.232457
95 C -4.983079 -1.497188 0.887884
96 C -3.908965 -1.640509 0.013443
97 H 0.789080 -7.913704 0.175831
98 H 2.149408 -6.363525 -1.196542
99 H 1.429038 -4.032350 -1.510909
100 H -2.070195 -4.800138 0.858577
101 H -1.328387 -7.120564 1.188448
102 H -0.359116 -1.923231 -3.826866
103 H -1.398401 -2.538792 -5.965940
104 H -3.586214 -3.699014 -5.999606
105 H -4.689397 -4.311675 -3.866759
106 H -3.629499 -3.749631 -1.720040
107 H -1.597204 -2.776621 2.216133
108 H -3.478604 -2.494548 3.754886
109 H -5.661823 -1.659584 2.916491
110 H -5.923256 -1.116722 0.508801
111 H -4.047356 -1.370670 -1.028855

Atomic forces in eV per Å
0.1624 -0.1596 0.3482
-0.4022 0.1396 0.1053
0.0397 -0.0694 -0.3365
-0.0170 -0.2381 0.0767
0.0119 0.1386 -0.0676
-0.0641 -0.0746 0.0205
0.0387 -0.0544 0.0013
0.0301 -0.0177 -0.0093
0.0119 -0.0645 -0.0493
-0.0340 0.0578 0.0428
0.1740 -0.0345 -0.0008
-0.0265 0.0258 0.0809
-0.0442 0.0603 -0.0138
-0.0001 0.0469 -0.0253
-0.0295 0.0305 -0.0453
-0.0546 -0.0410 -0.0280
0.1187 0.1535 -0.1726
0.0132 -0.1128 0.1144
-0.0151 -0.0728 -0.0119
-0.0591 0.0637 0.0137
0.0008 0.0247 0.0371
0.0136 0.0272 0.0330
0.0454 0.0909 -0.0580
0.0110 0.0279 0.0291
0.0390 0.0038 0.0247
-0.0085 -0.0538 -0.0033
0.0019 -0.0352 0.0029
-0.0453 -0.0441 0.0075
-0.0178 0.0319 -0.0187
-0.0016 -0.0499 -0.0320
0.0684 -0.0439 0.1088
-0.0480 0.0106 -0.0087
0.1342 0.0585 0.0211
0.0411 0.0843 0.0187
0.0279 -0.0186 -0.0036
0.0095 -0.0478 -0.0147
0.0023 0.0114 -0.0180
-0.0024 0.0253 -0.0337
-0.0108 -0.0290 -0.0065
0.0038 0.0240 -0.0059
-0.0183 0.0076 -0.0057
0.0144 0.0084 -0.0336
0.0572 -0.0261 0.0145
-0.0176 -0.0010 -0.0221
-0.0182 -0.0036 0.0055
-0.0111 0.0246 0.0042
0.0032 0.0294 0.0315
-0.0181 -0.0574 0.0268
0.0300 0.0210 -0.0184
-0.0092 -0.0347 0.0099
-0.0158 -0.0204 -0.0010
-0.0308 -0.0003 -0.0037
-0.0167 0.0183 -0.0099
0.2000 -0.0331 0.0851
-0.2114 -0.0457 0.0152
0.3566 -0.1040 -0.1086
-0.2064 0.1019 0.1534
-0.3708 -0.0451 -0.1380
0.0437 0.0705 0.1461
-0.0195 -0.0007 -0.1841
-0.1485 0.1089 0.2956
0.1927 -0.1253 -0.1058
-0.1807 0.0017 -0.3159
0.2376 -0.1134 0.0248
-0.0109 -0.0223 -0.0086
-0.0355 0.2084 -0.1663
0.0837 -0.0126 0.1511
0.0681 -0.0409 0.0915
-0.0512 -0.0867 0.0046
0.0100 -0.0269 -0.0779
-0.0337 -0.0276 -0.0628
-0.0268 0.1331 -0.0795
0.0183 -0.0167 0.0773
0.0212 -0.0094 -0.0069
-0.0239 0.0092 0.0058
0.0143 -0.0037 -0.0178
-0.0051 0.0492 0.0328
-0.0175 0.0716 0.0131
-0.0441 0.0025 0.0309
-0.0356 0.0808 0.0860
-0.0656 -0.0646 0.0424
0.1494 -0.0722 -0.1114
0.0095 0.0930 -0.0200
-0.0266 -0.0392 -0.0807
-0.0837 -0.0008 -0.0606
-0.0703 0.0104 0.0608
-0.0207 0.0069 0.0449
0.0383 0.0317 0.0506
0.0609 0.0299 0.0291
0.1386 -0.0684 -0.1060
-0.0129 -0.0987 0.1394
-0.1231 -0.0331 -0.1417
-0.0174 0.0081 -0.0262
0.0247 0.0303 -0.0033
0.0872 0.0223 -0.0671
0.0259 0.0486 0.0533
-0.0216 0.0205 -0.0147
-0.0102 0.0250 0.0224
-0.0100 -0.0244 0.0201
-0.0015 0.0164 -0.0016
0.0218 0.0282 -0.0123
-0.0733 -0.0185 -0.0131
-0.0146 0.0268 0.0539
0.0237 -0.0318 0.0269
0.0117 0.0064 0.0058
-0.0462 0.0658 0.0217
0.0489 0.0189 0.0264
0.0051 0.0188 -0.0267
0.0174 -0.0435 -0.0290
0.0337 0.0243 0.0168
0.0085 -0.0027 0.0376

These are the Mulliken partial charges, in e, on atoms 1 to 5: 1.25 -1.43 -1.82 1.99 0.24

=====

Q: max |F| of number 2 (C38H47N5OYb)?
A: 3.29 eV/Å